Entry 1:
Formula: C35H71F2N2O4
Source: OMol25
Level of theory: wB97M-V/def2-TZVPD

LUMO level in Eh: -0.096
ΔE to the lowest compared entry with this formula, charge and spin in kcal/mol: 4.61
Molecular weight in Da: 622.0
Charge: +1

Element x y z (Å)
C  2.453  -2.278  3.411
C  2.909  -1.017  2.718
C  3.917  -1.167  1.748
C  4.469  -0.086  1.069
C  4.030  1.197  1.404
C  3.032  1.355  2.358
C  2.416  0.270  3.009
C  1.341  0.545  4.040
C  -0.144  0.394  3.647
C  -0.467  -0.918  2.947
C  -1.996  -1.168  2.738
C  -2.488  -2.054  3.933
C  -2.434  -3.564  3.759
C  -1.041  -4.158  3.747
F  -1.130  -5.519  3.910
C  -2.197  -1.879  1.395
C  -2.121  -1.021  0.132
C  -3.411  -0.327  -0.288
F  -1.051  -0.126  0.224
C  -2.796  0.125  2.860
N  -2.095  1.335  2.349
C  -0.686  1.592  2.861
N  0.038  2.041  1.707
H  2.112  -2.076  4.425
H  1.630  -2.761  2.893
H  3.274  -2.979  3.501
H  4.265  -2.165  1.526
H  5.232  -0.221  0.319
H  4.447  2.074  0.936
H  2.730  2.356  2.636
H  1.494  -0.147  4.864
H  1.501  1.546  4.436
H  -0.685  0.370  4.597
H  -0.128  -1.706  3.610
H  0.104  -1.022  2.028
H  -1.929  -1.753  4.817
H  -3.535  -1.800  4.106
H  -3.026  -3.908  2.917
H  -2.912  -4.001  4.636
H  -0.482  -3.762  4.598
H  -0.474  -3.935  2.845
H  -1.489  -2.694  1.299
H  -3.187  -2.333  1.373
H  -1.881  -1.692  -0.690
H  -3.371  -0.069  -1.338
H  -3.628  0.580  0.272
H  -4.213  -1.043  -0.133
H  -3.030  0.304  3.904
H  -3.739  0.033  2.331
H  -2.658  2.143  2.610
H  -2.032  1.370  1.328
H  -0.741  2.442  3.536
H  0.475  1.281  1.201
H  0.722  2.737  1.943
C  -1.132  1.079  -2.731
C  -0.178  -0.020  -3.175
O  -0.046  -0.141  -4.574
C  0.434  1.013  -5.245
C  1.811  1.463  -4.791
H  -2.121  0.917  -3.168
H  -1.223  1.075  -1.651
H  -0.802  2.071  -3.044
H  -0.552  -0.990  -2.839
H  0.804  0.116  -2.704
H  -0.284  1.835  -5.152
H  0.467  0.741  -6.300
H  1.817  1.753  -3.739
H  2.126  2.328  -5.376
H  2.545  0.667  -4.925
C  9.028  -3.099  -2.501
C  8.129  -1.875  -2.532
O  7.759  -1.396  -1.250
C  8.825  -0.996  -0.405
C  9.674  0.129  -0.972
H  8.551  -3.910  -1.949
H  9.228  -3.439  -3.517
H  9.988  -2.891  -2.028
H  7.189  -2.128  -3.024
H  8.588  -1.075  -3.123
H  9.449  -1.856  -0.141
H  8.350  -0.659  0.518
H  10.180  -0.163  -1.892
H  10.439  0.419  -0.250
H  9.056  1.000  -1.192
C  -1.366  6.323  -4.685
C  -1.284  5.401  -3.481
O  -0.198  4.492  -3.521
C  1.098  5.067  -3.571
C  1.436  5.946  -2.379
H  -1.428  5.743  -5.607
H  -2.251  6.956  -4.611
H  -0.497  6.978  -4.759
H  -2.177  4.775  -3.443
H  -1.265  5.981  -2.552
H  1.238  5.616  -4.508
H  1.783  4.220  -3.601
H  0.784  6.817  -2.311
H  2.462  6.305  -2.460
H  1.336  5.381  -1.450
C  -9.166  -1.382  1.300
C  -8.033  -1.288  0.293
O  -7.014  -2.259  0.474
C  -7.424  -3.616  0.376
C  -8.029  -3.986  -0.967
H  -8.783  -1.300  2.318
H  -9.882  -0.578  1.130
H  -9.706  -2.326  1.222
H  -7.532  -0.325  0.400
H  -8.421  -1.328  -0.729
H  -8.111  -3.867  1.191
H  -6.518  -4.200  0.539
H  -8.947  -3.435  -1.170
H  -8.269  -5.048  -0.986
H  -7.326  -3.774  -1.775

Entry 2:
Formula: C35H75BrN5O2
Source: OMol25
Level of theory: wB97M-V/def2-TZVPD

LUMO level in Eh: -0.186
Molecular weight in Da: 677.9
Charge: +1

Element x y z (Å)
C  3.440  -1.288  0.950
C  3.523  0.267  0.561
C  3.060  1.059  1.841
C  2.596  0.449  -0.711
C  1.688  1.745  -0.708
C  0.349  1.581  0.093
C  -0.457  0.380  -0.223
C  -1.713  0.121  0.514
C  -2.601  -1.141  0.273
O  -3.800  -1.031  0.454
O  -2.021  -2.374  -0.101
C  -2.131  1.101  1.552
C  -1.268  2.235  1.779
N  -0.085  2.451  1.068
Br  0.898  3.974  1.538
H  3.396  -1.878  -0.012
H  4.296  -1.623  1.583
H  2.433  -1.432  1.436
H  4.599  0.535  0.362
H  1.982  0.861  2.127
H  3.256  2.162  1.813
H  3.664  0.659  2.711
H  1.984  -0.470  -0.912
H  3.285  0.554  -1.601
H  2.280  2.644  -0.408
H  1.368  1.914  -1.782
H  -0.131  -0.337  -1.015
H  -1.195  -2.223  -0.601
H  -3.049  0.994  2.172
H  -1.548  2.979  2.561
C  5.768  3.522  -0.315
C  6.682  3.612  0.900
N  7.991  3.022  0.682
C  8.752  2.833  1.912
C  9.163  4.083  2.693
C  8.746  3.540  -0.451
C  9.039  5.041  -0.490
H  5.678  2.491  -0.667
H  4.766  3.876  -0.053
H  6.125  4.141  -1.140
H  6.186  3.074  1.716
H  6.753  4.663  1.214
H  9.648  2.245  1.692
H  8.159  2.198  2.580
H  9.975  4.617  2.202
H  9.527  3.792  3.681
H  8.329  4.771  2.844
H  8.207  3.278  -1.368
H  9.690  2.993  -0.535
H  8.160  5.646  -0.253
H  9.365  5.324  -1.494
H  9.843  5.316  0.192
C  2.513  7.544  -4.586
C  3.423  7.641  -3.368
N  4.738  7.054  -3.577
C  5.493  6.874  -2.344
C  5.896  8.128  -1.567
C  5.498  7.569  -4.709
C  5.787  9.071  -4.752
H  2.428  6.511  -4.933
H  1.511  7.894  -4.328
H  2.870  8.161  -5.413
H  2.927  7.103  -2.553
H  3.490  8.693  -3.057
H  6.394  6.288  -2.556
H  4.899  6.239  -1.676
H  6.709  8.664  -2.056
H  6.256  7.843  -0.574
H  5.059  8.815  -1.424
H  4.965  7.302  -5.627
H  6.445  7.025  -4.785
H  4.906  9.674  -4.523
H  6.118  9.351  -5.755
H  6.587  9.351  -4.067
C  -5.662  -6.874  3.242
C  -6.364  -5.531  3.088
N  -5.710  -4.445  3.805
C  -6.530  -3.246  3.910
C  -6.888  -2.514  2.614
C  -4.309  -4.221  3.488
C  -3.945  -3.932  2.030
H  -5.529  -7.130  4.295
H  -6.264  -7.659  2.778
H  -4.685  -6.883  2.754
H  -7.376  -5.654  3.484
H  -6.470  -5.306  2.017
H  -6.045  -2.538  4.592
H  -7.464  -3.520  4.412
H  -6.036  -1.968  2.208
H  -7.669  -1.776  2.816
H  -7.270  -3.190  1.848
H  -3.741  -5.100  3.809
H  -3.921  -3.411  4.116
H  -4.436  -4.622  1.341
H  -2.866  -4.051  1.895
H  -4.187  -2.914  1.732
C  -6.474  -6.525  -1.410
C  -7.174  -7.879  -1.420
N  -8.048  -8.088  -0.277
C  -8.477  -9.473  -0.122
C  -9.352  -10.074  -1.223
C  -9.082  -7.084  -0.069
C  -10.072  -6.829  -1.207
H  -5.935  -6.367  -0.472
H  -5.749  -6.477  -2.225
H  -7.177  -5.701  -1.551
H  -6.391  -8.644  -1.406
H  -7.710  -7.994  -2.372
H  -8.993  -9.583  0.837
H  -7.579  -10.094  -0.028
H  -10.372  -9.692  -1.184
H  -9.414  -11.157  -1.089
H  -8.947  -9.893  -2.221
H  -8.592  -6.135  0.171
H  -9.646  -7.327  0.838
H  -9.579  -6.735  -2.177
H  -10.606  -5.893  -1.025
H  -10.825  -7.613  -1.275

Entry 3:
Formula: C35H76F12N8O18S8
Source: OMol25
Level of theory: wB97M-V/def2-TZVPD

LUMO level in Eh: 0.003
Molecular weight in Da: 1381.5

Element x y z (Å)
C  -5.701  1.642  0.087
O  -4.245  1.748  -0.227
C  -3.669  0.483  -0.126
C  -2.233  0.675  0.252
N  -1.464  1.553  -0.694
H  -1.295  1.074  -1.621
H  -1.938  2.449  -0.952
C  -0.065  1.886  -0.161
C  0.726  2.631  -1.164
O  -0.205  3.675  -1.558
C  0.513  4.855  -1.979
H  -6.205  0.983  -0.666
H  -6.122  2.682  0.061
H  -5.757  1.205  1.071
H  -3.733  -0.048  -1.096
H  -4.222  -0.246  0.506
H  -1.790  -0.302  0.100
H  -2.116  1.054  1.224
H  0.410  0.985  0.190
H  -0.231  2.563  0.700
H  0.925  2.045  -2.062
H  1.668  3.070  -0.815
H  -0.255  5.539  -2.365
H  1.183  4.589  -2.790
H  1.090  5.187  -1.080
C  -4.542  -6.427  -7.291
C  -3.358  -5.514  -7.478
C  -3.174  -4.369  -6.414
C  -4.455  -3.845  -5.815
N  -4.416  -2.494  -5.230
C  -5.804  -2.157  -4.648
C  -5.874  -0.677  -4.655
C  -4.916  -0.223  -5.842
C  -4.318  -1.514  -6.361
C  -3.325  -2.395  -4.165
H  -5.496  -5.938  -7.444
H  -4.542  -6.856  -6.280
H  -4.409  -7.332  -7.873
H  -3.391  -4.948  -8.385
H  -2.386  -6.022  -7.426
H  -2.726  -3.524  -6.935
H  -2.517  -4.641  -5.577
H  -4.936  -4.622  -5.287
H  -5.142  -3.727  -6.650
H  -5.977  -2.632  -3.690
H  -6.512  -2.531  -5.401
H  -5.626  -0.238  -3.692
H  -6.944  -0.473  -4.793
H  -4.143  0.453  -5.546
H  -5.471  0.159  -6.643
H  -3.252  -1.245  -6.498
H  -4.756  -1.905  -7.275
H  -2.375  -2.368  -4.655
H  -3.495  -3.285  -3.528
H  -3.410  -1.452  -3.680
C  4.284  3.411  8.659
C  5.414  3.763  7.672
C  5.101  4.982  6.785
C  3.771  4.795  5.935
N  3.851  5.477  4.606
C  2.568  5.178  3.744
C  2.979  5.100  2.287
C  4.536  5.184  2.301
C  4.978  4.926  3.758
C  4.002  7.015  4.769
H  4.305  4.175  9.450
H  4.399  2.387  9.205
H  3.373  3.412  8.114
H  5.670  2.950  6.989
H  6.355  4.043  8.137
H  5.911  5.118  6.050
H  5.083  5.799  7.412
H  2.945  5.233  6.502
H  3.693  3.708  5.744
H  1.890  6.010  4.026
H  2.190  4.228  4.093
H  2.591  5.902  1.668
H  2.632  4.245  1.793
H  4.904  6.150  2.045
H  4.962  4.463  1.611
H  5.843  5.518  3.983
H  5.222  3.903  4.075
H  3.782  7.481  3.871
H  5.066  7.186  5.068
H  3.431  7.303  5.624
C  1.404  -5.167  -2.984
C  1.978  -4.645  -1.684
C  0.991  -4.701  -0.535
C  1.688  -4.336  0.723
N  0.701  -4.125  1.940
C  1.356  -4.248  3.311
C  0.220  -4.512  4.277
C  -0.909  -5.164  3.461
C  -0.390  -5.182  2.019
C  0.083  -2.741  1.825
H  0.896  -6.160  -2.857
H  2.234  -5.356  -3.672
H  0.674  -4.467  -3.485
H  2.239  -3.550  -1.813
H  2.940  -5.140  -1.477
H  0.452  -5.652  -0.496
H  0.247  -3.989  -0.852
H  2.255  -3.423  0.663
H  2.381  -5.114  1.101
H  1.900  -3.310  3.285
H  2.110  -5.039  3.222
H  -0.240  -3.548  4.714
H  0.525  -5.208  5.055
H  -1.878  -4.572  3.685
H  -1.111  -6.248  3.690
H  -1.129  -5.109  1.240
H  0.239  -6.036  1.868
H  -0.284  -2.533  2.801
H  -0.675  -2.772  1.034
H  0.925  -2.166  1.474
N  -0.236  -0.042  -3.090
S  -0.347  0.423  -4.596
O  -0.816  -0.615  -5.452
O  0.770  1.190  -5.031
F  -1.615  1.432  -4.420
S  0.718  -1.309  -2.690
O  0.561  -1.476  -1.272
O  1.960  -1.451  -3.410
F  -0.185  -2.478  -3.281
N  5.251  6.323  -1.473
S  4.707  4.926  -1.242
O  3.516  4.792  -0.490
O  5.749  4.004  -1.179
F  4.088  4.552  -2.744
S  4.617  7.614  -0.923
O  4.097  7.571  0.422
O  3.771  8.080  -2.003
F  5.815  8.539  -1.074
N  -4.702  -3.638  -1.194
S  -5.776  -2.738  -0.621
O  -6.506  -2.188  -1.700
O  -5.324  -2.002  0.510
F  -6.833  -3.798  -0.044
S  -3.240  -3.757  -0.640
O  -2.551  -2.522  -0.343
O  -2.589  -4.782  -1.472
F  -3.451  -4.287  0.842
C  3.799  -0.172  1.979
F  4.117  -0.883  3.000
F  4.924  0.361  1.449
F  3.268  -0.918  1.076
S  2.806  1.206  2.495
O  3.536  1.991  3.466
O  2.239  1.652  1.223
N  1.607  0.302  3.203
S  1.291  -0.105  4.629
O  1.267  -1.517  4.849
O  1.943  0.660  5.672
C  -0.479  0.180  4.601
F  -0.802  1.472  4.468
F  -1.067  -0.415  3.610
F  -1.030  -0.241  5.701

| no. | HOMO (hartree) | Kohn-Sham gap (eV) |
| --- | --- | --- |
| 1 | -0.408 | 8.5 |
| 2 | -0.339 | 4.1 |
| 3 | -0.321 | 8.8 |